1.
Entry from the Open Molecules 2025 dataset: a structure of composition C4H13N3O2 (ωB97M-V with the def2-TZVPD basis set).

```
! wB97M-V def2-TZVPD RIJCOSX def2/J DEFGRID3
* xyz 0 1
C -0.0239 1.8136 -1.5992
C 2.0887 0.4050 -0.8719
C 2.0263 0.8259 0.5789
O -0.9317 1.5633 -0.6604
O 0.3544 3.0799 -1.5760
H -1.2634 0.6059 -0.7133
H 0.1282 3.4951 -0.7199
H 1.0875 0.9237 -1.6433
H 1.9189 -0.6624 -1.0035
H 3.0274 0.6973 -1.3376
H 2.7379 0.2921 1.2156
H 1.0171 0.6533 0.9709
H 2.2016 1.8994 0.6744
C -1.6007 -1.5551 0.5534
N -1.2413 -0.8465 1.6724
N -1.7661 -2.9068 0.7632
N -1.7647 -0.9444 -0.5619
H -1.9588 -3.2145 1.7029
H -2.2534 -3.4232 0.0497
H -0.6173 -1.3108 2.3137
H -0.9732 0.1084 1.4837
H -2.1935 -1.4991 -1.2919
*
```

HOMO level = -7.17 eV
LUMO level = 0.5 eV
orbital gap = 7.708 eV

In the Löwdin picture, each atom carries the following charge in e: atom 1 (C): -0.3090, atom 2 (C): -0.1969, atom 3 (C): -0.1901, atom 4 (O): -0.0171, atom 5 (O): 0.0394, atom 6 (H): 0.0221, atom 7 (H): 0.1142, atom 8 (H): 0.0595, atom 9 (H): 0.0492, atom 10 (H): 0.0522, atom 11 (H): 0.0621, atom 12 (H): 0.0246, atom 13 (H): 0.0622, atom 14 (C): -0.5814, atom 15 (N): 0.1353, atom 16 (N): 0.1305, atom 17 (N): 0.1062, atom 18 (H): 0.0948, atom 19 (H): 0.0962, atom 20 (H): 0.1005, atom 21 (H): 0.0735, atom 22 (H): 0.0720

2.
Entry from the Open Molecules 2025 dataset: a cluster of 3 separate species, C4H13N3O2 in total (ωB97M-V with the def2-TZVPD basis set).

```
! wB97M-V def2-TZVPD RIJCOSX def2/J DEFGRID3
* xyz 0 1
C -1.1684 0.7890 1.5465
C 1.0561 -0.2257 1.3015
N -1.1749 2.0151 1.0834
N 0.7954 -1.5949 1.6307
H -0.9240 2.7635 1.7159
H -0.7804 2.0418 0.0868
H 0.6629 -2.1500 0.7941
H -0.0354 -1.7141 2.1969
H -1.4187 -0.0184 0.8743
H -1.1766 0.6168 2.6153
H 2.0527 -0.0901 0.8954
H 1.0014 0.4052 2.1870
C -1.0971 -0.7689 -2.1250
C 0.5498 0.2633 -0.7324
N 1.7896 -0.1146 -1.3156
O -0.4292 -0.7803 -0.8610
O 0.1907 1.4613 -0.9320
H 1.8542 -1.0855 -1.5808
H 2.0779 0.5229 -2.0430
H -1.5987 0.1872 -2.2941
H -0.3957 -0.9506 -2.9473
H -1.8314 -1.5730 -2.0967
*
```

HOMO level = -6.75 eV
LUMO level = 0.4 eV
orbital gap = 7.160 eV

In the Löwdin picture, each atom carries the following charge in e: atom 1 (C): -0.0166, atom 2 (C): -0.1890, atom 3 (N): 0.0925, atom 4 (N): -0.0305, atom 5 (H): 0.1147, atom 6 (H): 0.0690, atom 7 (H): 0.0582, atom 8 (H): 0.0521, atom 9 (H): 0.0790, atom 10 (H): 0.0987, atom 11 (H): 0.0595, atom 12 (H): 0.0572, atom 13 (C): -0.0809, atom 14 (C): -0.6413, atom 15 (N): 0.1084, atom 16 (O): -0.1977, atom 17 (O): -0.0704, atom 18 (H): 0.0903, atom 19 (H): 0.0915, atom 20 (H): 0.0857, atom 21 (H): 0.0841, atom 22 (H): 0.0854

3.
Entry from the Open Molecules 2025 dataset: an isolated molecule of C4H13N3O2 (ωB97M-V with the def2-TZVPD basis set).

```
! wB97M-V def2-TZVPD RIJCOSX def2/J DEFGRID3
* xyz 0 1
C 1.6660 1.1122 -0.6819
N 1.3283 0.0160 0.2106
C 1.5247 0.3087 1.6198
C 0.2603 -0.8015 -0.1713
N 0.3083 -1.1465 -1.5373
O 0.1014 -1.9265 0.5937
N -1.2709 -0.1265 0.3141
C -2.3755 -0.3020 -0.6030
O -1.1752 1.2771 0.6315
H 2.5920 1.5670 -0.3326
H 0.8858 1.8808 -0.7059
H 1.8366 0.7209 -1.6830
H 2.5662 0.6006 1.7606
H 0.8809 1.1236 1.9695
H 1.3263 -0.5792 2.2151
H -0.0648 -0.4369 -2.1513
H -0.1451 -2.0364 -1.6842
H -0.5269 -1.5538 1.2937
H -2.4284 -1.3597 -0.8643
H -2.2770 0.2996 -1.5171
H -3.3171 -0.0241 -0.1163
H -1.6960 1.3865 1.4396
*
```

HOMO level = -8.19 eV
LUMO level = 0.8 eV
SMILES = CN(C)[C@@](N)(O)N(C)O
orbital gap = 9.014 eV

In the Löwdin picture, each atom carries the following charge in e: atom 1 (C): -0.0683, atom 2 (N): -0.1691, atom 3 (C): -0.0668, atom 4 (C): -0.5827, atom 5 (N): 0.1327, atom 6 (O): 0.0030, atom 7 (N): -0.1734, atom 8 (C): -0.1176, atom 9 (O): -0.0907, atom 10 (H): 0.0849, atom 11 (H): 0.0822, atom 12 (H): 0.0766, atom 13 (H): 0.0858, atom 14 (H): 0.0774, atom 15 (H): 0.0829, atom 16 (H): 0.0859, atom 17 (H): 0.0946, atom 18 (H): 0.1291, atom 19 (H): 0.0818, atom 20 (H): 0.0776, atom 21 (H): 0.0803, atom 22 (H): 0.0939

The most stable arrangement is 1, and the next structure is 44.4 kJ/mol less stable.